A molecular structure, C22H19AuF5N2O4S2. Source: the OMol25 dataset; level of theory: the ωB97M-V functional and the def2-TZVPD basis.

CARTESIAN COORDINATES (ANGSTROEM)
Au1 0.936 -0.725 0.175
F1 1.276 2.222 6.697
C1 1.280 2.076 5.383
C2 1.329 0.800 4.817
F2 1.381 -0.283 5.584
C3 1.289 0.651 3.437
F3 1.292 -0.601 2.940
C4 1.196 1.748 2.575
S1 1.037 1.679 0.851
C5 1.187 3.025 3.165
F4 1.114 4.090 2.375
C6 1.215 3.193 4.543
F5 1.156 4.410 5.061
C7 -1.988 4.076 -0.780
C8 -1.516 2.788 -1.360
C9 -2.139 1.588 -1.025
C10 -1.690 0.394 -1.557
C11 -0.619 0.402 -2.433
C12 -0.019 1.584 -2.830
C13 -0.465 2.773 -2.280
S2 -0.099 -1.181 -3.064
O1 -1.032 -2.186 -2.665
O2 0.358 -1.103 -4.411
N1 1.332 -1.570 -2.078
C14 2.594 -1.201 -2.705
C15 3.173 0.079 -2.141
C16 3.888 -0.277 -0.750
O3 5.080 -0.131 -0.762
O4 3.117 -0.676 0.140
H1 -2.597 3.914 0.105
H2 -2.594 4.611 -1.512
H3 -1.148 4.715 -0.520
H4 -2.995 1.604 -0.364
H5 -2.168 -0.550 -1.349
H6 0.759 1.572 -3.578
H7 -0.010 3.708 -2.571
H8 1.264 -2.575 -1.955
H9 2.403 -1.055 -3.781
H10 3.321 -2.011 -2.608
H11 2.406 0.821 -1.922
H12 3.943 0.492 -2.790
N2 -1.001 -1.145 1.247
C17 -1.631 -2.311 0.732
C18 -2.932 -2.286 0.245
C19 -3.475 -3.440 -0.291
C20 -2.722 -4.604 -0.352
C21 -1.421 -4.624 0.138
C22 -0.883 -3.486 0.699
H13 -1.627 -0.344 1.246
H14 -0.663 -1.318 2.190
H15 -3.529 -1.388 0.308
H16 -4.492 -3.433 -0.649
H17 -3.147 -5.503 -0.772
H18 -0.836 -5.528 0.090
H19 0.113 -3.479 1.116

Summary:
Spin multiplicity: 3
DFT total energy: -73232.879 eV
Energy relative to the best compared isomer or geometry (same formula, charge and spin): 36.3 kcal/mol
Charge: +1
Molar mass: 731.5 g mol⁻¹

Atom charges from the natural (NBO) analysis, given in e for atoms 1 to 8: 1.087, -0.240, 0.358, 0.276, -0.258, 0.363, -0.296, -0.354